# 1
{
  "formula": "C19H32BBr12NO4",
  "method": "ωB97M-V with the def2-TZVPD basis set",
  "smiles": "C[C@@H](Br)[C@@H](Br)C1=C(B(O)N(C)C)C(=O)OC1=O.BrCCBr.BrCCBr.BrCCBr.BrCCBr.BrCCBr",
  "e_lumo_ev": -0.6617,
  "multiplicity": 1,
  "e_homo_ha": -0.331,
  "homo_lumo_gap_ev": 8.34,
  "max_force_ev_per_a": 1.810,
  "total_charge": 0,
  "elements": ["C", "C", "Br", "C", "Br", "C", "C", "B", "O", "N", "C", "C", "C", "O", "O", "C", "O", "H", "H", "H", "H", "H", "H", "H", "H", "H", "H", "H", "H", "Br", "C", "C", "Br", "H", "H", "H", "H", "Br", "C", "C", "Br", "H", "H", "H", "H", "Br", "C", "C", "Br", "H", "H", "H", "H", "Br", "C", "C", "Br", "H", "H", "H", "H", "Br", "C", "C", "Br", "H", "H", "H", "H"],
  "coordinates": [[2.1134, 0.9108, 1.9380], [2.5713, 0.4469, 0.5356], [4.4926, 0.2606, 0.4633], [1.7721, -0.7820, 0.1173], [2.4049, -1.3729, -1.6936], [1.7851, -2.0492, 0.8938], [0.7076, -2.5949, 1.4858], [-0.6898, -1.9496, 1.8422], [-1.1293, -2.1063, 3.1374], [-1.3736, -1.0676, 0.9065], [-2.7481, -1.6004, 0.7475], [-1.4048, 0.3395, 1.3933], [1.0312, -4.0412, 1.6265], [0.2568, -4.9469, 1.5938], [2.3899, -4.2320, 1.4182], [2.9228, -2.9569, 1.2784], [3.9795, -2.6550, 1.7324], [1.8367, 1.9639, 1.8836], [2.9543, 0.8546, 2.6260], [1.2729, 0.3355, 2.3168], [2.3269, 1.2145, -0.1956], [0.7483, -0.5417, -0.1510], [-1.2312, -3.0219, 3.4212], [-2.7655, -2.6902, 0.7924], [-3.1132, -1.3011, -0.2359], [-3.4237, -1.2083, 1.5103], [-2.3346, 0.7869, 1.0557], [-0.5789, 0.8914, 0.9472], [-1.3422, 0.3917, 2.4829], [-1.0833, 2.8952, 4.6255], [-1.2316, 4.5895, 3.6814], [-2.5404, 4.7102, 2.9471], [-2.5529, 3.6159, 1.3408], [-0.3785, 4.6485, 3.0138], [-1.1517, 5.3594, 4.4452], [-2.6930, 5.7330, 2.6107], [-3.3866, 4.3940, 3.5475], [-0.7713, 1.0049, -1.9290], [-0.4808, 1.9643, -3.5976], [0.7640, 1.4854, -4.2928], [2.3740, 2.1671, -3.4356], [-0.4377, 3.0188, -3.3517], [-1.3617, 1.7691, -4.2038], [0.7965, 1.8610, -5.3131], [0.8461, 0.4028, -4.2946], [9.6696, -3.7839, 3.4429], [7.9576, -3.0683, 2.8534], [7.2103, -4.0370, 1.9792], [7.9562, -4.1217, 0.1836], [8.1690, -2.1332, 2.3463], [7.3955, -2.8717, 3.7630], [6.1810, -3.7074, 1.8512], [7.2248, -5.0486, 2.3704], [0.5674, 5.1457, -5.2473], [-0.3195, 5.5143, -6.9372], [-1.7772, 5.1431, -6.8926], [-2.0318, 3.2155, -6.9898], [0.2239, 4.9671, -7.7001], [-0.2042, 6.5828, -7.1036], [-2.3009, 5.5494, -7.7545], [-2.2618, 5.4754, -5.9808], [-5.5345, -3.3281, 2.3701], [-6.9737, -3.2345, 1.0661], [-6.7941, -4.2453, -0.0343], [-5.4061, -3.7079, -1.2855], [-6.9914, -2.2157, 0.6938], [-7.8863, -3.4354, 1.6224], [-7.7040, -4.3293, -0.6238], [-6.5121, -5.2223, 0.3434]]
}

---

# 2
{
  "formula": "C3H5N5",
  "method": "ωB97M-V with the def2-TZVPD basis set",
  "smiles": "[H]/N=c1/nc[nH]n1N=C",
  "e_lumo_ev": -0.1487,
  "multiplicity": 1,
  "e_homo_ha": -0.321,
  "homo_lumo_gap_ev": 8.58,
  "max_force_ev_per_a": 6.866,
  "total_charge": 0,
  "elements": ["C", "C", "C", "H", "H", "H", "H", "H", "N", "N", "N", "N", "N"],
  "coordinates": [[0.0109, -1.1013, 2.1613], [0.3985, 1.2206, -1.5856], [-0.3131, -0.4992, -0.6198], [0.6656, -1.7519, 1.5924], [-0.1489, -1.3844, 3.3374], [1.5602, 1.8908, -0.1420], [0.7281, 1.9087, -2.4448], [-1.2330, -1.8921, 0.3767], [-0.1986, 0.2602, 1.7492], [0.4348, 0.2012, 0.5115], [0.7285, 1.4356, -0.3143], [-0.1068, 0.0269, -1.8332], [-1.1650, -1.4227, -0.4640]]
}

---

# 3
{
  "formula": "C21H28F5O2Pt",
  "method": "ωB97M-V with the def2-TZVPD basis set",
  "e_lumo_ev": [-2.0246, -6.7593],
  "multiplicity": 5,
  "e_homo_ha": [-0.363, -0.451],
  "homo_lumo_gap_ev": [7.85, 5.51],
  "max_force_ev_per_a": 2.518,
  "total_charge": 1,
  "elements": ["O", "C", "C", "H", "H", "C", "H", "H", "C", "H", "H", "H", "C", "H", "H", "H", "Pt", "C", "C", "C", "H", "C", "C", "H", "H", "H", "H", "C", "C", "C", "H", "C", "C", "H", "H", "H", "H", "O", "C", "C", "H", "H", "C", "H", "H", "C", "H", "H", "H", "H", "F", "C", "F", "C", "F", "F", "F"],
  "coordinates": [[0.5124, 2.3811, -2.1795], [0.9099, 3.6274, -2.8524], [-0.3284, 4.3955, -2.3561], [0.9342, 3.5183, -3.9458], [1.8546, 4.0172, -2.4516], [-0.7159, 3.0299, -1.7320], [-1.0188, 4.7196, -3.1396], [-0.0942, 5.1701, -1.6231], [-1.9386, 2.4174, -2.3849], [-1.8652, 2.4563, -3.4805], [-2.8295, 2.9693, -2.0684], [-2.0554, 1.3706, -2.0815], [-0.8421, 3.0136, -0.2310], [0.0132, 3.5065, 0.2387], [-0.9046, 1.9813, 0.1341], [-1.7620, 3.5303, 0.0600], [0.2155, -1.1937, 1.3625], [1.1890, 0.7582, 3.3580], [1.7851, -0.4613, 2.9323], [2.1271, -0.3193, 1.4911], [2.1153, -1.2692, 3.5666], [1.6866, 1.0351, 1.1236], [1.1494, 1.6535, 2.2697], [0.8451, 2.6960, 2.3487], [0.9035, 0.9815, 4.3829], [2.8879, -0.8965, 0.9872], [1.9182, 1.4938, 0.1698], [-1.6322, -0.4999, 3.5951], [-2.1195, 0.4860, 2.7062], [-2.2797, -0.0726, 1.4226], [-2.3813, 1.5079, 2.9920], [-1.9012, -1.4862, 1.4885], [-1.4953, -1.7307, 2.8995], [-1.4352, -2.6944, 3.3703], [-1.4692, -0.3758, 4.6622], [-2.7600, 0.3823, 0.5619], [-2.2340, -2.2445, 0.7882], [0.6032, -1.6262, -0.7264], [-0.2529, -0.9010, -1.6565], [0.0663, -1.3904, -3.0614], [-0.0042, 0.1703, -1.5551], [-1.2994, -1.0639, -1.3463], [1.2645, -2.3326, -2.9118], [0.3117, -0.5122, -3.6694], [-0.7945, -1.9005, -3.5045], [1.7203, -2.2427, -1.4627], [2.0670, -2.0824, -3.6119], [0.9802, -3.3680, -3.1228], [2.6136, -1.6087, -1.3316], [1.9104, -3.2400, -1.0484], [1.0863, -3.2980, 3.1454], [0.9705, -3.0704, 1.7832], [2.2361, -3.2724, 1.2545], [0.0922, -4.2497, 1.2365], [0.6930, -5.4264, 1.4786], [-1.1295, -4.2792, 1.8338], [-0.1195, -4.1601, -0.1083]]
}

---

# 4
{
  "formula": "H12O5S2",
  "method": "ωB97M-V with the def2-TZVPD basis set",
  "smiles": "SS.O.O.O.O.O",
  "e_lumo_ev": 0.0803,
  "multiplicity": 1,
  "e_homo_ha": -0.340,
  "homo_lumo_gap_ev": 9.34,
  "max_force_ev_per_a": 1.496,
  "total_charge": 0,
  "elements": ["S", "S", "H", "H", "H", "H", "O", "H", "H", "O", "H", "H", "O", "H", "H", "O", "H", "H", "O"],
  "coordinates": [[3.3706, -1.3285, 1.0874], [5.3185, -1.9410, 0.9216], [3.4205, -1.6091, 2.3857], [5.9528, -1.3625, 1.9464], [-4.8354, -0.3183, -0.8332], [-3.7335, 0.2998, -1.8550], [-4.4194, -0.3669, -1.6952], [-0.0295, 1.3783, 0.3459], [1.4007, 1.8264, 0.4457], [0.5639, 1.8368, 0.9603], [-4.9081, -0.2650, 1.8320], [-4.3864, -1.6386, 1.1305], [-4.9491, -0.8615, 1.0848], [0.2008, -0.5422, -1.1398], [-0.4888, 0.5438, -1.7850], [-0.6272, -0.0831, -1.0601], [3.0557, 1.0374, -0.6711], [2.7240, 1.8777, -1.9573], [2.3700, 1.5164, -1.1437]]
}

---

# 5
{
  "formula": "C4H12N2O",
  "method": "ωB97M-V with the def2-TZVPD basis set",
  "smiles": "[H]/N=C/NCCC.O",
  "e_lumo_ev": 0.9193,
  "multiplicity": 1,
  "e_homo_ha": -0.330,
  "homo_lumo_gap_ev": 9.89,
  "max_force_ev_per_a": 1.903,
  "total_charge": 0,
  "elements": ["C", "C", "C", "N", "C", "N", "H", "H", "H", "H", "H", "H", "H", "H", "H", "H", "H", "H", "O"],
  "coordinates": [[-1.8434, -1.0031, -0.8842], [-0.7234, -1.5397, 0.0546], [-0.3207, -0.5921, 1.1332], [0.5769, 0.5093, 0.7000], [1.8589, 0.4189, 1.1349], [2.9184, 0.8752, 0.5674], [-2.5063, -1.8234, -1.1533], [-1.4884, -0.5728, -1.8245], [-2.3828, -0.1843, -0.4054], [-1.1627, -2.3780, 0.6048], [0.0923, -1.8568, -0.5949], [0.1308, -1.0828, 1.9919], [-1.2405, -0.1499, 1.5433], [0.4640, 0.6595, -0.2980], [2.0200, -0.2594, 1.9834], [3.6506, 0.7677, 1.2649], [0.5687, 2.7053, -1.4397], [-0.3867, 3.1290, -2.4872], [-0.2258, 2.3773, -1.8912]]
}

---

# 6
{
  "formula": "C4H10NOP",
  "method": "ωB97M-V with the def2-TZVPD basis set",
  "smiles": "CC/C=N\\P=O.C",
  "e_lumo_ev": -0.1654,
  "multiplicity": 1,
  "e_homo_ha": -0.343,
  "homo_lumo_gap_ev": 9.16,
  "max_force_ev_per_a": 4.342,
  "total_charge": 0,
  "elements": ["C", "C", "C", "C", "N", "O", "P", "H", "H", "H", "H", "H", "H", "H", "H", "H", "H"],
  "coordinates": [[1.6028, -1.1517, -0.8186], [1.9517, 0.8608, 0.5427], [-3.1323, 0.9545, 0.9352], [1.5847, 0.3522, -0.8028], [0.6969, -1.9858, -1.0960], [-1.4186, -3.3573, -1.7643], [-0.7072, -2.5410, -0.7368], [2.6056, -1.5281, -0.4718], [1.2513, 0.7884, 1.3754], [2.2778, 1.9749, 0.5417], [2.7965, 0.3205, 1.0777], [-3.0843, 1.4287, -0.1000], [-3.3192, 1.7798, 1.6104], [-2.2262, 0.3480, 1.2432], [2.4663, 0.6588, -1.3943], [0.6484, 0.7687, -1.0566], [-3.9941, 0.3286, 0.9147]]
}

---

What did the fourth record say?
{
  "formula": "H12O5S2",
  "method": "ωB97M-V with the def2-TZVPD basis set",
  "smiles": "SS.O.O.O.O.O",
  "e_lumo_ev": 0.0803,
  "multiplicity": 1,
  "e_homo_ha": -0.340,
  "homo_lumo_gap_ev": 9.34,
  "max_force_ev_per_a": 1.496,
  "total_charge": 0,
  "elements": ["S", "S", "H", "H", "H", "H", "O", "H", "H", "O", "H", "H", "O", "H", "H", "O", "H", "H", "O"],
  "coordinates": [[3.3706, -1.3285, 1.0874], [5.3185, -1.9410, 0.9216], [3.4205, -1.6091, 2.3857], [5.9528, -1.3625, 1.9464], [-4.8354, -0.3183, -0.8332], [-3.7335, 0.2998, -1.8550], [-4.4194, -0.3669, -1.6952], [-0.0295, 1.3783, 0.3459], [1.4007, 1.8264, 0.4457], [0.5639, 1.8368, 0.9603], [-4.9081, -0.2650, 1.8320], [-4.3864, -1.6386, 1.1305], [-4.9491, -0.8615, 1.0848], [0.2008, -0.5422, -1.1398], [-0.4888, 0.5438, -1.7850], [-0.6272, -0.0831, -1.0601], [3.0557, 1.0374, -0.6711], [2.7240, 1.8777, -1.9573], [2.3700, 1.5164, -1.1437]]
}

---

Which formula does entry 6 have? C4H10NOP